1:
{"formula": "CH14O6", "method": "ωB97M-V with the def2-TZVPD basis set", "smiles": "CO.O.O.O.O.O", "homo_energy_ev": -11.043, "e_lumo_ev": 0.3, "elements": ["C", "O", "H", "H", "H", "H", "H", "H", "O", "H", "H", "O", "H", "H", "O", "H", "H", "O", "H", "H", "O"], "xyz": [[0.77, -0.34, -2.49], [-0.39, -0.94, -1.83], [0.68, -0.14, -3.55], [1.61, -1.08, -2.26], [0.93, 0.71, -2.09], [-1.07, -0.85, -2.52], [-0.92, 1.24, 0.38], [-1.35, 2.61, 0.17], [-1.68, 1.73, 0.03], [0.67, -0.06, 1.78], [1.60, 1.11, 2.12], [0.70, 0.86, 2.05], [0.30, -1.20, 5.88], [0.65, -1.21, 4.42], [0.79, -1.76, 5.23], [-2.13, 1.09, -3.43], [-2.28, 1.58, -1.93], [-2.72, 1.11, -2.63], [2.05, -1.65, 0.29], [0.61, -1.29, -0.22], [1.18, -1.51, 0.60]]}

***

2:
{"formula": "CH14O6", "method": "ωB97M-V with the def2-TZVPD basis set", "smiles": "CO.O.O.O.O.O", "homo_energy_ev": -10.316, "e_lumo_ev": 0.5, "elements": ["C", "O", "H", "H", "H", "H", "H", "H", "O", "H", "H", "O", "H", "H", "O", "H", "H", "O", "H", "H", "O"], "xyz": [[0.98, 0.80, 1.53], [-0.05, 0.75, 0.67], [1.85, 0.38, 1.09], [0.88, 0.31, 2.52], [1.13, 1.88, 1.79], [-0.92, 0.34, 1.04], [0.61, -2.80, 1.64], [0.62, -2.01, 0.29], [0.07, -2.41, 0.96], [1.79, -1.19, -2.11], [2.39, -1.32, -0.81], [1.70, -1.69, -1.33], [0.39, 0.73, -2.57], [0.20, 0.12, -3.90], [0.39, -0.24, -3.00], [-2.22, -0.28, 3.31], [-3.39, 0.47, 2.47], [-2.45, 0.48, 2.72], [-0.10, 3.05, -1.42], [-0.61, 1.85, -0.65], [-0.71, 2.33, -1.51]]}

***

It comes down to 1, which is 5.0 kcal/mol more stable than the next structure.